C3H5NOS | ωB97M-V/def2-TZVPD

The geometry in ORCA input format:
```
! wB97M-V def2-TZVPD RIJCOSX def2/J DEFGRID3
* xyz 0 1
O -2.14 -0.34 1.39
C -1.15 0.32 1.63
C 0.07 0.32 0.69
C 0.04 -0.79 -0.42
N 0.52 -0.75 -1.57
S 1.45 0.54 -2.19
H -1.21 0.98 2.49
H 0.08 1.30 0.17
H 1.03 0.38 1.24
H -0.43 -1.77 -0.18
H 1.75 -0.18 -3.26
*
```

- orbital gap (eV) = 10.12
- F_max (eV Å⁻¹) = 2.684
- ΔE to the lowest compared entry with this formula, charge and spin (kcal per mole) = 47.1

***

C3H5NOS | ωB97M-V/def2-TZVPD

The geometry in ORCA input format:
```
! wB97M-V def2-TZVPD RIJCOSX def2/J DEFGRID3
* xyz 0 1
S 3.04 -0.14 -0.01
C 1.43 -0.13 -0.01
N 0.54 0.92 0.18
C -0.83 0.53 -0.19
C -0.70 -0.92 0.12
O 0.66 -1.23 -0.12
H 0.84 1.87 -0.07
H -1.64 1.01 0.48
H -1.12 0.72 -1.19
H -0.91 -1.01 1.20
H -1.32 -1.61 -0.40
*
```

- orbital gap (eV) = 9.42
- F_max (eV Å⁻¹) = 2.288
- ΔE to the lowest compared entry with this formula, charge and spin (kcal per mole) = 16.9

***

The calculation returns the following E_HOMO values, one per record and in order: -9.28; -8.70 eV.
The calculation returns the following total energy values, one per record and in order: -645.43666; -645.48474 hartree.